No. 1
{"formula": "C31H55BiO6Si", "method": "wB97M-V/def2-TZVPD", "multiplicity": 1, "lumo_ev": -0.126, "total_charge": 0, "orbital_gap_ev": 7.699, "symbols": ["O", "C", "C", "H", "H", "C", "H", "H", "C", "H", "H", "H", "C", "H", "H", "H", "Bi", "C", "C", "C", "H", "C", "C", "H", "H", "H", "H", "C", "C", "C", "H", "C", "C", "H", "H", "H", "H", "O", "C", "C", "H", "H", "C", "H", "H", "C", "H", "H", "H", "H", "C", "C", "C", "C", "O", "Si", "O", "O", "C", "C", "C", "C", "O", "C", "C", "C", "C", "H", "H", "H", "H", "H", "H", "H", "H", "H", "H", "H", "H", "H", "H", "H", "H", "H", "H", "H", "H", "H", "H", "H", "H", "H", "H", "H"], "coordinates": [[1.78229, -4.80413, -2.55071], [3.17863, -5.41021, -2.49877], [2.68719, -6.77127, -2.98907], [3.55526, -5.50232, -1.46933], [3.87486, -4.87431, -3.17795], [1.39419, -5.99707, -3.32634], [2.66691, -7.41503, -2.09085], [3.25353, -7.16862, -3.83346], [0.14178, -6.67270, -2.81053], [0.07885, -6.68668, -1.71540], [0.08934, -7.72466, -3.14600], [-0.73442, -6.13656, -3.20910], [1.33192, -5.44181, -4.74265], [2.29362, -4.95996, -4.97421], [0.54095, -4.66472, -4.74017], [1.17000, -6.21216, -5.50614], [0.23366, -0.47893, -0.66190], [0.50660, 1.60038, -1.93295], [1.90572, 1.59437, -1.50856], [2.64063, 0.91551, -2.50765], [2.27914, 2.12894, -0.64482], [1.74772, 0.46642, -3.51130], [0.43898, 0.85537, -3.17088], [-0.46385, 0.74746, -3.77684], [-0.25569, 2.27975, -1.55839], [3.72745, 0.81777, -2.53835], [2.03091, -0.03883, -4.42441], [-2.07029, -0.11606, -1.06212], [-2.14979, -1.01106, -2.20404], [-2.39659, -2.31292, -1.71858], [-2.13001, -0.68243, -3.24816], [-2.41703, -2.29041, -0.30112], [-2.19492, -0.95438, 0.14032], [-2.25267, -0.56319, 1.15659], [-2.14975, 0.97293, -1.07264], [-2.62997, -3.18930, -2.33680], [-2.65255, -3.14071, 0.35072], [2.25317, -5.02491, 0.27315], [1.27739, -4.20010, -0.35999], [1.96924, -3.08342, -1.18260], [0.75280, -3.76170, 0.51783], [0.56916, -4.83839, -0.90495], [3.41683, -3.11433, -0.70584], [1.58039, -2.15112, -0.67043], [1.81260, -2.94293, -2.27889], [3.48604, -4.21712, 0.34030], [3.64813, -2.18454, -0.20066], [4.16533, -3.27522, -1.47283], [3.61450, -3.84053, 1.36747], [4.36392, -4.87227, 0.20240], [1.58002, 2.07685, 3.90375], [0.10335, 2.43138, 4.03387], [-0.65181, 1.13816, 4.29809], [-0.14870, 3.49852, 5.09763], [-0.35978, 3.03507, 2.79264], [-0.83271, 2.30790, 1.40029], [0.03061, 1.01856, 0.94712], [-2.41303, 1.88363, 1.54756], [-3.64969, 2.60383, 1.85213], [-4.78522, 1.59928, 1.70886], [-3.60438, 3.15447, 3.26793], [-3.86923, 3.75228, 0.88129], [-0.76299, 3.50637, 0.27025], [-0.05769, 4.78757, 0.29616], [0.08078, 5.22889, -1.15904], [-0.87283, 5.79926, 1.09273], [1.31386, 4.64633, 0.93448], [1.92353, 1.58799, 4.82702], [2.19462, 2.97027, 3.74945], [1.73269, 1.38853, 3.06341], [-1.72905, 1.30476, 4.39016], [-0.48150, 0.42758, 3.48050], [-0.29519, 0.68694, 5.23457], [0.40014, 4.41653, 4.84338], [-1.21912, 3.74701, 5.15062], [0.18333, 3.16278, 6.09007], [-5.74655, 2.08663, 1.92530], [-4.66391, 0.76508, 2.41032], [-4.83309, 1.20222, 0.68707], [-2.75149, 3.83021, 3.40884], [-4.52600, 3.72048, 3.47389], [-3.53978, 2.34356, 4.00061], [-3.09761, 4.52306, 0.99275], [-3.87298, 3.39459, -0.15484], [-4.84660, 4.22374, 1.07788], [-0.90672, 5.38544, -1.60998], [0.62137, 6.18360, -1.22845], [0.62863, 4.48357, -1.75064], [-1.03312, 5.44217, 2.11916], [-0.34505, 6.76577, 1.13366], [-1.84421, 5.97790, 0.62178], [1.22240, 4.48247, 2.01299], [1.87370, 3.80762, 0.51111], [1.88891, 5.56928, 0.76120]], "mulliken_charge": [-0.33, -0.11, -0.73, -0.08, 0.26, 1.14, 0.36, 0.33, -1.68, 0.44, 0.33, 0.33, -1.50, 0.36, 0.28, 0.39, 1.57, -0.27, -0.35, -0.91, 0.24, -0.60, -0.99, 0.53, 0.92, 0.50, 0.51, -0.19, -1.05, -0.48, 0.39, -1.05, -0.44, 0.50, 0.87, 0.49, 0.47, -0.46, -0.35, 2.44, 0.50, -0.10, -0.70, -2.16, 0.60, -0.89, 0.43, 0.20, 0.32, 0.30, -1.54, 1.42, -1.03, -1.64, 0.47, -2.00, -0.45, 1.07, 1.84, -1.81, -1.26, -1.62, 0.42, 2.05, -1.72, -1.82, -1.21, 0.50, 0.33, 0.07, 0.09, 0.01, 0.57, 0.28, 0.29, 0.43, 0.39, 0.37, 0.33, -0.03, 0.53, 0.28, 0.15, 0.27, 0.54, 0.34, 0.40, 0.32, 0.16, 0.50, 0.42, 0.07, 0.05, 0.59]}


No. 2
{"formula": "C31H56B2BrF5N3O8", "method": "wB97M-V/def2-TZVPD", "multiplicity": 1, "lumo_ev": -2.811, "total_charge": 1, "orbital_gap_ev": 9.776, "symbols": ["C", "C", "C", "C", "C", "C", "C", "C", "C", "C", "C", "C", "B", "O", "O", "C", "F", "F", "C", "F", "F", "F", "O", "C", "C", "O", "C", "C", "C", "C", "B", "O", "O", "C", "N", "O", "C", "C", "O", "Br", "H", "H", "H", "H", "H", "H", "H", "H", "H", "H", "H", "H", "H", "H", "H", "H", "H", "H", "H", "H", "H", "H", "H", "H", "H", "H", "H", "H", "H", "H", "H", "H", "H", "H", "H", "H", "H", "H", "H", "H", "H", "H", "C", "C", "C", "C", "N", "H", "H", "H", "H", "H", "H", "H", "C", "C", "C", "C", "N", "H", "H", "H", "H", "H", "H", "H"], "coordinates": [[6.26390, 0.43771, 2.52328], [5.66571, -0.43103, 1.41931], [5.97469, 0.06925, -0.00457], [4.74494, 0.64988, -0.70005], [3.68073, -0.40567, -1.00621], [2.28800, 0.20797, -1.20431], [1.24923, -0.33623, -0.20347], [0.55374, -1.61956, -0.65456], [-0.63623, -1.59208, -1.63899], [-2.07441, -1.17005, -1.22827], [-2.67025, 0.30070, -1.38045], [-3.94522, 0.24143, -2.24769], [-4.93134, 1.51937, -2.14738], [-4.88475, 2.50978, -3.10863], [-5.81185, 1.65669, -1.12361], [-1.75522, 1.40324, -2.04533], [-2.08660, 1.50452, -3.34801], [-0.44782, 1.07182, -2.04773], [-1.77049, 2.85683, -1.45652], [-0.90240, 2.92079, -0.45467], [-1.35774, 3.67270, -2.40732], [-2.96359, 3.23961, -1.05351], [-3.15700, 0.71975, -0.10215], [-2.21177, 0.56077, 0.94599], [-2.59444, 1.39903, 2.14490], [-2.49521, 2.77501, 1.87319], [-1.43813, 3.43464, 2.56993], [-1.28339, 4.85564, 2.07524], [-0.55184, 5.73295, 3.11552], [-2.09338, -0.94452, 1.30493], [-2.78225, -1.34094, 2.72395], [-4.10558, -1.06941, 2.93317], [-2.03779, -1.98816, 3.66245], [-0.75885, -1.47557, 4.07876], [-2.50793, -1.78243, 0.11832], [-1.88657, -3.05638, 0.17787], [-3.97967, -2.09987, 0.13267], [-4.27206, -3.44626, 0.80258], [-4.44024, -3.61906, 1.96531], [-4.46528, -4.89029, -0.45752], [7.31404, 0.19810, 2.68029], [6.16832, 1.49227, 2.26666], [5.73395, 0.27023, 3.46098], [4.59103, -0.50462, 1.56605], [6.03577, -1.45637, 1.51013], [6.39953, -0.73688, -0.60718], [6.74373, 0.84321, 0.04092], [5.04648, 1.11472, -1.64090], [4.31097, 1.41718, -0.05341], [3.97272, -0.95332, -1.90520], [3.66431, -1.14293, -0.20099], [1.91948, 0.05415, -2.21935], [2.32004, 1.28738, -1.04854], [1.80546, -0.57730, 0.70582], [0.56657, 0.45972, 0.07172], [0.32171, -2.20615, 0.23301], [1.32122, -2.22232, -1.14938], [-0.38144, -1.04683, -2.54181], [-0.72625, -2.61951, -1.99158], [-2.67577, -1.73389, -1.93970], [-4.52470, -0.62470, -1.91985], [-3.68463, 0.01133, -3.27859], [-5.41417, 2.29219, -3.88309], [-5.84090, 0.87327, -0.56643], [-1.23171, 0.88122, 0.60342], [-3.63071, 1.20916, 2.42599], [-1.91701, 1.15272, 2.97421], [-1.69211, 3.45859, 3.63546], [-0.49632, 2.88846, 2.43778], [-2.25748, 5.27295, 1.82450], [-0.69392, 4.87505, 1.15976], [0.35972, 6.14787, 2.68959], [-0.23974, 5.13908, 3.97420], [-1.17302, 6.55875, 3.45025], [-1.02807, -1.13129, 1.44465], [-4.25892, -0.64785, 3.78784], [-0.43222, -2.07788, 4.92253], [-0.00932, -1.57186, 3.29222], [-0.83805, -0.44601, 4.41924], [-1.31946, -3.05310, 0.96361], [-4.54057, -1.29654, 0.59758], [-4.32930, -2.21731, -0.88701], [5.13481, -3.12747, 4.87994], [3.76346, -3.75362, 4.65752], [3.12636, -3.31700, 3.33129], [2.93369, -1.86884, 3.28169], [2.77986, -0.72590, 3.25489], [5.07106, -2.04000, 4.94018], [5.56983, -3.48376, 5.81220], [5.82029, -3.38295, 4.07013], [3.09829, -3.48934, 5.48160], [3.84939, -4.84071, 4.65330], [2.15542, -3.79701, 3.19213], [3.76434, -3.60232, 2.49206], [0.05925, 0.26310, -8.27987], [-0.94785, 1.14031, -7.54642], [-1.15718, 0.71706, -6.08732], [-1.67144, -0.64450, -5.95743], [-2.09194, -1.71343, -5.85511], [-0.28089, -0.77187, -8.33430], [0.20313, 0.61598, -9.29993], [1.02992, 0.27647, -7.78073], [-1.90578, 1.11493, -8.06812], [-0.60765, 2.17640, -7.55277], [-1.86399, 1.38079, -5.59633], [-0.21330, 0.77018, -5.54039]], "mulliken_charge": [-1.47, 1.05, -1.13, -0.72, -0.82, -1.23, 1.21, -0.63, -1.77, -1.22, 2.20, -1.65, 1.16, -0.60, -0.62, 0.63, -0.34, -0.17, 0.17, -0.21, -0.29, -0.21, -0.36, 1.52, -1.56, -0.36, -0.51, -0.19, -1.25, -0.15, 1.48, -0.73, -0.52, -0.46, 1.38, -0.50, -0.71, 0.08, -0.41, -0.11, 0.35, 0.39, 0.33, -0.80, 0.25, 0.38, 0.45, 0.41, 0.37, 0.44, 0.38, 0.16, 0.58, -0.07, -0.61, 0.42, 0.74, 0.75, 0.75, 0.67, 0.24, 0.09, 0.29, 0.34, -0.94, 0.24, 0.58, 0.56, 0.27, 0.43, -0.01, 0.34, 0.37, 0.28, -0.97, 0.37, 0.33, 0.01, 0.30, 0.33, 0.26, 0.88, -1.08, -0.59, -0.25, 0.25, -0.55, 0.27, 0.36, 0.29, 0.29, 0.37, 0.31, 0.36, -1.21, -0.74, 0.15, 0.39, -0.60, 0.36, 0.36, 0.30, 0.34, 0.40, 0.10, 0.22]}


No. 3
{"formula": "C31H56BrN2O11P", "method": "wB97M-V/def2-TZVPD", "multiplicity": 1, "lumo_ev": -3.056, "total_charge": 0, "smiles": "C=C[C@](C#N)([C@](C#N)(CCCBr)CCCCCC)P(=O)(O)O.CCOC(C)=O.CCOC(C)=O.CCOC(C)=O.CCOC(C)=O", "orbital_gap_ev": 4.038, "symbols": ["C", "C", "C", "C", "N", "C", "C", "N", "C", "C", "C", "Br", "C", "C", "C", "C", "C", "C", "P", "O", "O", "O", "H", "H", "H", "H", "H", "H", "H", "H", "H", "H", "H", "H", "H", "H", "H", "H", "H", "H", "H", "H", "H", "H", "H", "H", "O", "C", "O", "C", "C", "C", "H", "H", "H", "H", "H", "H", "H", "H", "O", "C", "O", "C", "C", "C", "H", "H", "H", "H", "H", "H", "H", "H", "O", "C", "O", "C", "C", "C", "H", "H", "H", "H", "H", "H", "H", "H", "O", "C", "O", "C", "C", "C", "H", "H", "H", "H", "H", "H", "H", "H"], "coordinates": [[2.31495, -2.76130, 3.75822], [0.99667, -2.87417, 3.08959], [0.30713, -1.73040, 2.08977], [-1.29986, -2.20203, 2.03933], [-2.56524, -2.53663, 1.99764], [0.99749, -1.70305, 0.57453], [2.12868, -0.47340, 0.66778], [2.87467, 0.57876, 0.40934], [-0.06165, -1.51462, -0.64997], [-0.99365, -0.16691, -0.62103], [-0.19507, 1.20719, -1.14316], [-1.63957, 2.37524, -1.93823], [1.90010, -3.09654, 0.36849], [2.45035, -3.32882, -1.15789], [3.72528, -2.40044, -1.59987], [5.03036, -2.48520, -0.61245], [6.34864, -1.65391, -1.12832], [6.03307, -0.04570, -1.44652], [0.32433, -0.06358, 3.00495], [-0.17478, 1.18630, 2.18003], [-0.82828, -0.23372, 4.34786], [1.83173, 0.39441, 3.74211], [2.45588, -2.36072, 4.86016], [3.28744, -3.15596, 3.19279], [0.42187, -3.90813, 3.25523], [0.46400, -1.48325, -1.72190], [-0.75037, -2.48680, -0.68828], [-1.60235, 0.00255, 0.36358], [-1.82006, -0.34067, -1.46704], [0.42917, 1.72386, -0.30045], [0.46125, 0.85045, -2.06818], [1.22875, -4.05818, 0.59715], [2.87854, -3.08645, 1.05313], [1.59385, -3.31799, -1.98951], [2.85162, -4.45436, -1.18073], [4.07675, -2.73635, -2.68167], [3.37505, -1.27328, -1.71237], [5.33973, -3.58975, -0.31763], [4.70237, -1.97507, 0.41541], [7.11176, -1.62761, -0.21070], [6.92875, -2.18610, -2.00173], [7.06539, 0.53350, -1.34303], [5.66181, 0.03583, -2.55786], [5.30235, 0.43842, -0.66161], [-1.63999, 0.32056, 4.08099], [2.35393, 0.96007, 3.09877], [7.37996, -4.04107, -1.82364], [8.53028, -4.34036, -1.51037], [9.53644, -3.45665, -1.69075], [10.88202, -3.63341, -1.19968], [11.70282, -4.46734, -2.16076], [8.85423, -5.71548, -1.00589], [10.87626, -4.03850, -0.18410], [11.31682, -2.63304, -1.12987], [11.29304, -5.47385, -2.27532], [12.73569, -4.55238, -1.81136], [11.70462, -4.01276, -3.15688], [8.96795, -6.39299, -1.85757], [8.02469, -6.05919, -0.37917], [9.74594, -5.75973, -0.38205], [-8.59661, 3.05076, -3.54419], [-7.78498, 2.52637, -2.78444], [-6.46156, 2.74653, -2.94536], [-5.44092, 2.32978, -2.01390], [-5.03425, 0.89299, -2.26505], [-8.23708, 1.56718, -1.72332], [-5.75835, 2.50720, -0.98274], [-4.58167, 2.98241, -2.18836], [-5.86991, 0.20421, -2.11892], [-4.22287, 0.59949, -1.59302], [-4.69811, 0.76542, -3.29927], [-8.37657, 0.57777, -2.16931], [-9.19249, 1.92010, -1.32124], [-7.55823, 1.49320, -0.87481], [-3.50687, 4.31540, 0.20503], [-3.65839, 5.46974, -0.18929], [-3.75269, 6.48488, 0.69751], [-3.75349, 7.88462, 0.34577], [-5.14492, 8.34555, -0.03407], [-3.82869, 5.76456, -1.65028], [-3.01099, 8.09211, -0.42958], [-3.42668, 8.42510, 1.23782], [-5.52039, 7.81724, -0.91386], [-5.15042, 9.41835, -0.24665], [-5.85018, 8.14431, 0.77894], [-4.87106, 5.58900, -1.93303], [-3.18152, 5.08805, -2.21821], [-3.53792, 6.77482, -1.93508], [-7.46845, -0.47476, 0.51361], [-6.94229, -0.19531, 1.58879], [-6.32379, 0.99453, 1.75479], [-5.83227, 1.49520, 3.01603], [-4.44833, 0.95531, 3.30937], [-6.89922, -1.19721, 2.70447], [-6.54567, 1.29419, 3.81989], [-5.78019, 2.58229, 2.91505], [-4.44960, -0.13356, 3.40138], [-4.05834, 1.38022, 4.23860], [-3.76046, 1.20167, 2.49388], [-6.06510, -1.88538, 2.53725], [-7.83832, -1.76035, 2.70117], [-6.81376, -0.75327, 3.69538]], "mulliken_charge": [-1.02, -0.17, 1.97, -0.37, -0.60, 1.70, -0.39, -0.69, -1.10, -0.43, -0.36, -0.21, -0.65, -0.75, -0.33, -0.08, -0.40, -0.93, 0.65, -0.61, -0.56, -0.47, 0.25, 0.18, 0.29, 0.33, 0.33, 0.14, 0.35, 0.33, 0.29, 0.34, -0.20, 0.27, 0.40, 0.38, 0.01, 0.24, 0.02, 0.21, 0.30, 0.34, 0.24, 0.17, 0.30, 0.36, -0.58, 0.92, -0.36, -0.43, -0.97, -1.23, 0.35, 0.33, 0.27, 0.36, 0.30, 0.29, 0.31, 0.37, -0.63, 0.58, -0.38, 0.51, -0.79, -0.33, 0.24, -0.37, 0.32, -0.06, 0.36, 0.23, 0.36, -0.10, -0.44, 0.68, -0.37, -0.41, -0.95, -0.73, 0.37, 0.29, 0.28, 0.35, 0.29, 0.22, 0.09, 0.38, -0.55, 0.95, -0.35, -0.70, -0.84, -1.23, 0.36, 0.38, 0.34, 0.42, 0.28, 0.24, 0.33, 0.36]}


F_max values (in eV Å⁻¹) by entry order: 4.98, 1.12, 12.33.